1.
C38H67BrIrO9PSi3 | ωB97M-V with the def2-TZVPD basis set

The calculated total energy comes out at -164723.6431 eV. The strongest force on any atom is 1.2 eV/A. The total charge is +1. The HOMO energy (spin up / spin down) is -10.05 / -10.05 eV. The spin multiplicity is 2.

Cartesian coordinates (Å):
Ir1 0.620 1.248 -0.181
C1 -2.253 -5.712 1.345
C2 -2.878 -4.888 0.209
C3 -3.049 -5.775 -1.031
C4 -4.259 -4.415 0.662
C5 -1.951 -3.718 -0.109
C6 -2.332 -2.401 0.026
C7 -1.396 -1.405 -0.214
Br1 -1.993 0.402 -0.074
C8 -0.069 -1.629 -0.557
O1 0.846 -0.660 -0.661
C9 0.305 -2.985 -0.787
C10 -0.643 -3.962 -0.544
C11 1.717 -3.365 -1.242
C12 2.132 -2.587 -2.503
C13 1.813 -4.854 -1.585
C14 2.696 -3.084 -0.098
H1 -2.900 -6.552 1.606
H2 -2.113 -5.092 2.233
H3 -1.279 -6.113 1.063
H4 -3.720 -6.607 -0.809
H5 -2.098 -6.195 -1.362
H6 -3.472 -5.205 -1.859
H7 -4.886 -5.279 0.884
H8 -4.761 -3.834 -0.114
H9 -4.199 -3.805 1.567
H10 -3.334 -2.124 0.321
H11 -0.353 -4.992 -0.693
H12 1.429 -2.776 -3.318
H13 3.117 -2.931 -2.827
H14 2.184 -1.517 -2.328
H15 1.111 -5.135 -2.372
H16 1.638 -5.491 -0.716
H17 2.821 -5.068 -1.945
H18 2.643 -2.044 0.207
H19 3.718 -3.308 -0.417
H20 2.460 -3.713 0.764
C15 1.321 4.279 0.175
O2 0.225 3.331 0.144
Si1 -1.392 3.948 0.280
C16 -1.299 5.772 -0.108
C17 -1.850 3.642 2.050
C18 -2.421 3.114 -0.990
Si2 -1.671 2.695 -2.654
C19 -1.942 4.200 -3.741
C20 0.215 2.421 -2.674
C21 -2.343 1.151 -3.473
Si3 -4.299 3.216 -0.762
C22 -4.826 5.016 -0.728
C23 -4.834 2.433 0.862
C24 -5.223 2.409 -2.172
H21 1.023 5.208 -0.299
H22 2.161 3.859 -0.361
H23 1.597 4.479 1.211
H24 -0.804 6.337 0.685
H25 -2.313 6.159 -0.206
H26 -0.791 5.981 -1.051
H27 -1.074 4.064 2.694
H28 -1.934 2.578 2.275
H29 -2.792 4.129 2.309
H30 -1.804 5.140 -3.206
H31 -2.959 4.189 -4.140
H32 -1.259 4.190 -4.594
H33 0.794 3.338 -2.563
H34 0.444 1.999 -3.658
H35 0.758 1.674 -2.037
H36 -3.364 0.918 -3.197
H37 -1.724 0.287 -3.223
H38 -2.304 1.277 -4.559
H39 -4.375 5.579 0.089
H40 -5.908 5.060 -0.585
H41 -4.594 5.524 -1.668
H42 -4.901 3.175 1.658
H43 -4.176 1.631 1.203
H44 -5.830 2.001 0.736
H45 -4.875 2.733 -3.152
H46 -6.273 2.703 -2.087
H47 -5.184 1.319 -2.131
O3 2.521 0.019 1.667
C25 1.358 -0.100 2.094
O4 0.431 0.729 1.727
C26 0.968 -1.225 2.953
C27 1.927 -2.151 3.344
C28 1.574 -3.308 4.035
C29 0.236 -3.483 4.298
O5 -0.357 -4.524 4.928
C30 -1.760 -4.234 4.967
O6 -1.963 -2.997 4.282
C31 -0.726 -2.558 3.908
C32 -0.399 -1.418 3.235
H48 2.962 -1.970 3.089
H49 2.307 -4.039 4.343
H50 -2.078 -4.135 6.005
H51 -2.304 -5.028 4.455
H52 -1.145 -0.708 2.908
C33 6.009 -0.924 -0.366
C34 4.863 -0.453 0.495
O7 3.887 0.143 -0.392
P1 2.876 1.306 -0.059
O8 3.069 2.105 -1.453
C35 4.355 2.312 -2.081
C36 4.486 1.411 -3.286
O9 3.576 2.347 0.910
C37 3.436 2.493 2.341
C38 4.257 3.690 2.751
H53 6.767 -1.397 0.260
H54 6.474 -0.094 -0.899
H55 5.659 -1.655 -1.095
H56 5.183 0.295 1.221
H57 4.396 -1.276 1.024
H58 5.150 2.134 -1.356
H59 4.384 3.365 -2.362
H60 4.501 0.365 -2.981
H61 5.408 1.634 -3.825
H62 3.648 1.564 -3.966
H63 3.779 1.585 2.832
H64 2.377 2.628 2.572
H65 5.305 3.540 2.495
H66 4.184 3.832 3.830
H67 3.908 4.597 2.257

=====

2.
C38H67Cl37N2O7P2S2 | ωB97M-V with the def2-TZVPD basis set

The calculated total energy comes out at -561381.5038 eV. The strongest force on any atom is 3.9 eV/A. The HOMO energy is -8.15 eV. The spin multiplicity is 1.

Cartesian coordinates (Å):
C1 7.664 -2.440 -0.313
C2 6.201 -2.354 -0.792
C3 5.348 -1.375 0.101
N1 4.406 -0.679 -0.762
C4 3.221 -0.031 -0.176
P1 3.329 1.684 -1.029
O1 3.323 1.316 -2.664
Cl1 1.637 2.843 -0.619
C5 3.231 0.258 1.347
C6 3.939 1.563 1.828
C7 5.444 1.675 1.530
C8 6.233 0.950 2.660
C9 7.686 0.840 2.177
O2 8.135 1.686 1.524
O3 8.461 -0.261 2.451
C10 1.794 0.388 1.957
O4 1.224 -0.916 2.139
S1 1.450 -1.892 0.877
O5 2.425 -2.871 1.219
O6 0.221 -2.527 0.655
C11 1.961 -0.930 -0.622
C12 0.792 -0.281 -1.350
C13 -0.414 0.213 -0.510
C14 -1.703 -0.430 -1.024
O7 -2.007 -0.465 -2.159
N2 -2.576 -0.995 -0.050
C15 -3.357 0.120 0.452
C16 -2.838 0.766 1.522
C17 -3.524 1.843 1.998
C18 -4.670 2.196 1.376
C19 -5.185 1.536 0.322
C20 -4.513 0.457 -0.168
P2 2.627 -2.320 -1.761
S2 1.286 -3.666 -2.215
H1 8.173 -1.515 -0.603
H2 7.672 -2.554 0.774
H3 8.147 -3.275 -0.824
H4 5.759 -3.344 -0.625
H5 6.084 -2.080 -1.844
H6 6.097 -0.770 0.631
H7 4.861 -1.995 0.857
H8 4.932 -0.081 -1.395
H9 2.593 1.827 -3.044
H10 3.658 -0.540 1.967
H11 3.876 1.510 2.924
H12 3.378 2.475 1.594
H13 5.723 2.731 1.620
H14 5.752 1.356 0.537
H15 5.846 -0.067 2.653
H16 6.127 1.439 3.618
H17 8.889 -0.185 3.312
H18 1.163 1.100 1.419
H19 1.929 0.794 2.961
H20 0.362 -1.032 -2.032
H21 1.042 0.525 -2.036
H22 -0.605 1.289 -0.601
H23 -0.391 -0.010 0.554
H24 -3.183 -1.667 -0.523
H25 -1.915 0.411 1.948
H26 -3.100 2.375 2.835
H27 -5.192 3.072 1.745
H28 -6.093 1.824 -0.188
H29 -4.860 -0.124 -1.010
H30 3.584 -3.059 -1.046
H31 3.164 -1.696 -2.905
C21 -5.435 -3.775 -0.668
Cl2 -7.055 -3.078 -0.541
Cl3 -4.389 -2.792 -1.702
H32 -4.998 -3.832 0.323
H33 -5.516 -4.769 -1.094
C22 -6.697 -7.189 -2.379
Cl4 -6.447 -6.937 -0.643
Cl5 -5.305 -7.981 -3.121
H34 -7.572 -7.812 -2.519
H35 -6.848 -6.225 -2.855
C23 4.745 -0.258 6.234
Cl6 3.391 0.668 5.572
Cl7 5.927 -0.668 4.981
H36 5.235 0.336 6.997
H37 4.363 -1.176 6.667
C24 -1.171 1.260 -5.602
Cl8 -0.457 -0.111 -6.464
Cl9 0.080 2.248 -4.828
H38 -1.711 1.878 -6.310
H39 -1.845 0.886 -4.839
C25 0.064 6.220 -5.669
Cl10 -1.578 5.933 -6.249
Cl11 0.127 7.587 -4.548
H40 0.415 5.330 -5.157
H41 0.703 6.435 -6.519
C26 -2.727 -0.190 5.658
Cl12 -4.350 0.467 5.902
Cl13 -1.774 0.809 4.560
H42 -2.219 -0.231 6.613
H43 -2.812 -1.183 5.238
C27 4.612 -4.225 4.902
Cl14 4.787 -3.923 6.639
Cl15 6.005 -5.092 4.252
H44 3.720 -4.819 4.739
H45 4.522 -3.273 4.390
C28 -1.312 7.950 -0.762
Cl16 -1.848 6.274 -0.904
Cl17 -2.225 8.821 0.477
H46 -0.262 7.961 -0.494
H47 -1.456 8.445 -1.716
C29 -3.862 7.227 -9.298
Cl18 -3.723 6.633 -10.959
Cl19 -4.795 6.108 -8.290
H48 -2.870 7.330 -8.877
H49 -4.363 8.180 -9.308
C30 -10.712 -4.005 -0.154
Cl20 -11.483 -4.968 -1.422
Cl21 -11.713 -2.624 0.306
H50 -10.557 -4.632 0.716
H51 -9.759 -3.642 -0.523
C31 0.966 -2.781 -8.312
Cl22 0.047 -4.287 -8.500
Cl23 2.660 -3.112 -7.941
H52 0.912 -2.229 -9.243
H53 0.553 -2.187 -7.504
C32 -7.290 2.329 8.282
Cl24 -7.135 1.776 6.611
Cl25 -8.156 1.154 9.278
H54 -6.298 2.473 8.695
H55 -7.836 3.265 8.290
C33 5.953 -5.793 -3.025
Cl26 4.330 -5.098 -3.017
Cl27 7.066 -4.841 -4.020
H56 6.329 -5.816 -2.008
H57 5.902 -6.800 -3.423
C34 -0.383 3.111 7.036
Cl28 -0.055 3.373 8.754
Cl29 0.988 2.349 6.223
H58 -1.249 2.464 6.939
H59 -0.581 4.068 6.567
C35 -1.158 10.054 -8.953
Cl30 -1.176 9.199 -7.407
Cl31 -2.720 9.922 -9.769
H60 -0.938 11.101 -8.776
H61 -0.393 9.618 -9.586
C36 -1.564 -0.603 9.838
Cl32 -3.043 0.259 9.390
Cl33 -0.546 -0.909 8.426
H62 -1.008 -0.001 10.548
H63 -1.834 -1.552 10.287
C37 0.637 -3.526 5.639
Cl34 1.861 -2.860 6.730
Cl35 -0.855 -2.576 5.670
H64 1.031 -3.521 4.628
H65 0.411 -4.541 5.945
C38 -3.411 -4.635 -7.390
Cl36 -3.716 -4.612 -5.652
Cl37 -4.228 -5.994 -8.172
H66 -3.779 -3.710 -7.820
H67 -2.343 -4.725 -7.563